C43H30CoF9N4P | wB97M-V/def2-TZVPD

Values from the calculation:
Total charge ... 0
Multiplicity ... 2
HOMO-LUMO gap (spin up / spin down) ... 6.1 / 6.2 eV
Energy relative to the best compared isomer or geometry (same formula, charge and spin) ... 2.1573 eV
Electronic energy ... -122410.598 eV

Element x y z (Å)
Co (1.728, -1.611, 0.760)
C (3.555, -1.914, -0.641)
C (2.444, -1.737, -1.479)
C (1.546, -2.802, -1.232)
C (2.143, -3.669, -0.277)
C (3.378, -3.125, 0.094)
H (4.423, -1.272, -0.606)
H (2.315, -0.938, -2.191)
H (0.626, -2.993, -1.758)
H (1.741, -4.616, 0.049)
H (4.083, -3.559, 0.786)
C (-2.424, 1.122, 4.081)
C (-3.179, 1.470, 2.968)
C (-2.629, 1.379, 1.699)
C (-1.321, 0.937, 1.497)
C (-0.580, 0.598, 2.625)
C (-1.120, 0.690, 3.905)
N (0.885, 0.287, 0.198)
C (1.922, 1.143, 0.368)
C (2.162, 2.389, -0.274)
C (3.207, 3.195, 0.091)
C (4.111, 2.846, 1.114)
C (3.961, 1.639, 1.734)
C (2.918, 0.788, 1.337)
N (2.736, -0.467, 1.850)
N (3.244, -0.833, 2.948)
C (2.772, -2.104, 3.311)
C (3.316, -2.733, 4.423)
C (2.825, -3.971, 4.785)
C (1.800, -4.540, 4.037)
C (1.316, -3.845, 2.945)
N (1.789, -2.655, 2.579)
H (-2.849, 1.191, 5.074)
H (-4.198, 1.816, 3.090)
H (-3.245, 1.658, 0.847)
H (0.444, 0.264, 2.512)
H (-0.516, 0.422, 4.764)
H (1.510, 2.713, -1.060)
H (3.341, 4.134, -0.432)
H (4.921, 3.508, 1.384)
H (4.645, 1.301, 2.499)
H (4.104, -2.234, 4.967)
H (3.232, -4.492, 5.641)
H (1.380, -5.500, 4.296)
H (0.522, -4.250, 2.332)
F (-5.101, -4.455, -0.988)
C (-5.006, -3.658, 0.095)
F (-6.201, -3.059, 0.231)
F (-4.844, -4.464, 1.155)
C (-3.893, -2.660, -0.042)
C (-2.717, -2.803, 0.677)
C (-1.710, -1.861, 0.545)
C (-1.843, -0.785, -0.327)
C (-3.027, -0.670, -1.055)
C (-4.050, -1.590, -0.910)
P (-0.663, 0.669, -0.348)
C (-1.140, 2.447, -0.689)
C (-1.956, 2.782, -1.761)
C (-2.393, 4.087, -1.946)
C (-1.986, 5.073, -1.063)
C (-1.174, 4.755, 0.019)
C (-0.782, 3.445, 0.219)
C (-2.406, 6.497, -1.295)
F (-2.436, 7.210, -0.158)
F (-3.626, 6.580, -1.850)
F (-1.559, 7.133, -2.129)
C (-0.240, 0.346, -2.236)
C (-0.397, -0.923, -2.799)
C (0.068, -1.242, -4.066)
C (0.709, -0.278, -4.827)
C (0.858, 1.002, -4.317)
C (0.384, 1.298, -3.049)
C (1.181, -0.613, -6.212)
F (2.138, 0.225, -6.643)
F (1.683, -1.858, -6.286)
F (0.179, -0.550, -7.112)
H (-2.599, -3.636, 1.356)
H (-0.835, -1.950, 1.168)
H (-3.146, 0.143, -1.762)
H (-4.967, -1.480, -1.473)
H (-2.257, 2.021, -2.471)
H (-3.040, 4.334, -2.777)
H (-0.873, 5.525, 0.715)
H (-0.200, 3.192, 1.094)
H (-0.890, -1.706, -2.240)
H (-0.055, -2.244, -4.455)
H (1.338, 1.769, -4.910)
H (0.491, 2.318, -2.717)